13
Properties=species:S:1:pos:R:3 method="wB97M-V/def2-TZVPD" e_lumo_ev=0.9 total_charge=0 smiles="O=C1NC[C@H]2CN12" e_homo_ev=-9.97 gap_ha=0.398 relative_energy_ev=1.997 energy_ev=-9271.5049
O 1.62 -1.35 -1.36
C 0.62 -0.77 -0.99
N -0.40 -1.28 -0.22
C -1.15 -0.27 0.49
C -0.48 1.02 0.07
C 1.00 1.01 0.15
N 0.35 0.72 -1.14
H -0.33 -2.20 0.19
H -1.07 -0.42 1.57
H -2.21 -0.31 0.21
H -1.06 1.94 0.22
H 1.70 1.83 0.30
H 1.41 0.07 0.50